{"formula": "C7H12", "method": "ωB97M-V with the def2-TZVPD basis set", "symbols": ["C", "C", "C", "C", "C", "C", "C", "H", "H", "H", "H", "H", "H", "H", "H", "H", "H", "H", "H"], "positions_angstrom": [[2.310234, -0.296823, -0.762016], [0.853431, 0.083343, -0.818785], [0.243343, 0.368586, 0.589256], [-1.017853, 1.297898, 0.790250], [-1.945039, 0.030360, 0.938568], [-1.594754, -0.744837, -0.417131], [-0.710745, -0.754448, 0.832833], [2.612428, -0.612977, -1.763757], [2.410139, -1.150802, -0.081886], [2.955546, 0.509979, -0.419851], [0.664256, 0.919803, -1.503424], [0.371496, -0.811699, -1.269067], [0.999484, 0.558479, 1.364162], [-1.243053, 2.028573, 0.005569], [-0.920000, 1.842267, 1.742811], [-2.750595, 0.009932, 1.678261], [-1.205055, -1.602957, -1.050785], [-1.485364, 0.060335, -1.131990], [-0.547906, -1.735003, 1.276977]], "forces_ev_per_a": [[0.233, -0.051, -0.077], [0.285, 0.405, 0.166], [0.205, -0.057, -0.276], [-0.103, 0.039, -0.207], [0.014, -0.164, -0.206], [0.063, 0.220, 0.002], [0.254, -0.424, 0.005], [0.296, 0.005, 0.157], [0.227, 0.106, -0.092], [0.111, 0.011, 0.015], [0.208, -0.077, 0.061], [0.358, 0.921, 0.278], [-0.007, 0.008, -0.339], [-0.077, -0.163, 0.027], [-0.195, -0.325, -0.261], [0.075, -0.385, -0.568], [-2.632, -0.367, 1.324], [0.559, 0.202, 0.185], [0.125, 0.095, -0.195]], "smiles": "CC[C@H]1C[C@H]2C[C@@H]12", "orbital_gap_ev": 10.01, "spin_multiplicity": 1, "lumo_ev": 1.1, "charge": 0, "e_tot_ha": -273.75596}